Arrangement i

Here is an isolated molecule of C15H22N2O4 from the OMol25 dataset. Energies are from ωB97M-V/def2-TZVPD.

The geometry in XYZ format:
```
43
Properties=species:S:1:pos:R:3
O 2.43 -0.36 -2.54
C 1.42 -1.04 -2.55
C 0.09 -0.48 -2.06
C -0.62 0.27 -3.18
O -0.90 -0.64 -4.23
N 0.41 0.43 -0.98
C -0.50 0.76 -0.03
O -1.64 0.32 -0.04
C 0.00 1.67 1.06
C 0.11 1.01 2.47
C -0.56 2.26 3.04
C -1.01 2.68 1.65
C 0.07 3.14 4.10
C -1.23 2.46 4.33
C -2.62 2.83 4.65
C -1.96 1.62 5.31
N 1.44 -2.31 -3.02
C 2.65 -3.10 -3.12
C 2.09 -4.41 -3.68
C 0.75 -4.49 -2.96
O 0.32 -3.14 -2.77
H -0.56 -1.27 -1.69
H -1.53 0.70 -2.76
H 0.04 1.08 -3.52
H -1.44 -0.19 -4.89
H 1.34 0.82 -0.98
H 0.94 2.15 0.79
H -0.54 0.13 2.55
H 1.11 0.76 2.82
H -0.89 3.73 1.36
H -2.03 2.36 1.44
H 0.95 2.72 4.57
H 0.07 4.22 3.97
H -2.81 3.68 5.29
H -3.38 2.65 3.90
H -2.26 0.62 5.02
H -1.72 1.75 6.35
H 3.36 -2.60 -3.77
H 3.10 -3.24 -2.14
H 1.95 -4.32 -4.76
H 2.73 -5.26 -3.47
H -0.02 -5.00 -3.53
H 0.86 -4.97 -1.98
```

Results
- Spin multiplicity: 1
- LUMO energy: 0.77 eV
- Total charge: 0
- SMILES string: O=C([C@H](CO)NC(=O)[C@H]1C[C@@]2(C1)C[C@]21CC1)N1CCCO1
- Gap between HOMO and LUMO: 0.3537 Ha
- E_HOMO: -8.86 eV

---

Arrangement ii

Here is an isolated molecule of C15H22N2O4 from the OMol25 dataset. Energies are from ωB97M-V/def2-TZVPD.

The geometry in XYZ format:
```
43
Properties=species:S:1:pos:R:3
O 1.63 3.05 1.29
C 0.50 3.09 0.86
C -0.46 1.92 1.07
C -1.14 2.03 2.44
O -1.85 3.25 2.48
N 0.34 0.72 1.01
C -0.19 -0.48 0.66
O -1.37 -0.61 0.38
C 0.78 -1.63 0.60
C 0.92 -2.30 -0.80
C 0.76 -3.66 -0.12
C 0.27 -2.98 1.16
C 1.75 -4.80 -0.18
C 0.37 -4.94 -0.69
C -0.76 -5.89 -0.56
C -0.29 -5.41 -1.93
N 0.10 4.17 0.08
C 0.91 4.48 -1.11
C 0.03 5.53 -1.79
C -1.38 5.15 -1.30
O -1.21 4.00 -0.46
H -1.22 1.88 0.29
H -1.79 1.16 2.55
H -0.36 2.00 3.21
H -2.26 3.34 3.34
H 1.31 0.80 1.28
H 1.75 -1.36 1.01
H 0.06 -2.06 -1.43
H 1.84 -2.11 -1.35
H 0.70 -3.32 2.10
H -0.82 -2.98 1.23
H 2.57 -4.73 -0.89
H 2.00 -5.29 0.76
H -0.54 -6.92 -0.29
H -1.70 -5.51 -0.20
H -0.93 -4.71 -2.45
H 0.23 -6.11 -2.57
H 1.89 4.84 -0.82
H 1.01 3.58 -1.73
H 0.30 6.52 -1.44
H 0.12 5.50 -2.88
H -1.83 5.96 -0.72
H -2.05 4.84 -2.09
```

Results
- Spin multiplicity: 1
- LUMO energy: 0.78 eV
- Total charge: 0
- SMILES string: O=C([C@H](CO)NC(=O)[C@H]1C[C@@]2(C1)C[C@]21CC1)N1CCCO1
- Gap between HOMO and LUMO: 0.3660 Ha
- E_HOMO: -9.18 eV

---

Most stable structure, least stable structure: arrangement i, arrangement ii.

---

Arrangement i

Here is a cluster of 2 separate species, C3H6N3O in total from the OMol25 dataset. Energies are from ωB97M-V/def2-TZVPD.

The geometry in XYZ format:
```
13
Properties=species:S:1:pos:R:3
C 1.69 -0.84 0.92
C -0.82 0.30 0.11
C 1.47 0.28 -0.05
N 1.77 -1.78 1.60
N -1.53 0.48 1.17
N -1.22 0.01 -1.12
O 1.74 -0.06 -1.32
H 1.73 1.24 0.15
H -1.14 0.79 2.08
H -2.55 0.71 1.20
H -0.45 -0.10 -1.86
H -2.21 -0.06 -1.38
H 1.51 -0.98 -1.49
```

Results
- Spin multiplicity: 1
- LUMO energy: -5.14 eV
- Total charge: +1
- Gap between HOMO and LUMO: 0.3594 Ha
- E_HOMO: -14.92 eV

---

Arrangement ii

Here is the ion C3H6N3O with charge +1 from the OMol25 dataset. Energies are from ωB97M-V/def2-TZVPD.

The geometry in XYZ format:
```
13
Properties=species:S:1:pos:R:3
C 0.22 -0.86 -1.02
C 0.20 0.11 1.21
C -1.01 -0.21 -1.16
N 0.89 -2.16 1.17
N 0.04 0.25 -0.24
N 0.45 -1.12 1.64
O 0.61 1.50 -0.61
H 1.04 -1.31 -1.44
H -0.24 0.92 1.62
H -1.16 0.48 -1.92
H -1.87 -0.51 -0.63
H 0.32 -1.14 2.77
H 1.48 1.52 -1.01
```

Results
- Spin multiplicity: 1
- LUMO energy (alpha / beta): -6.96 / -7.15 eV
- Total charge: +1
- Gap between HOMO and LUMO (alpha / beta): 0.2435 / 0.2303 Ha
- E_HOMO (alpha / beta): -13.58 / -13.42 eV

---

Most stable structure, least stable structure: arrangement i, arrangement ii.

---

Arrangement i

Here is an isolated molecule of C10H10N2 from the OMol25 dataset. Energies are from ωB97M-V/def2-TZVPD.

The geometry in XYZ format:
```
22
Properties=species:S:1:pos:R:3
C -0.86 2.50 -0.69
N -0.46 1.52 0.01
C 0.64 0.68 -0.10
C 1.95 1.17 0.31
C 2.94 0.26 0.53
C 2.87 -1.09 0.21
C 1.67 -1.59 -0.16
C 0.56 -0.75 -0.35
C -0.76 -1.41 -0.42
C -1.82 -0.64 0.46
C -3.08 -0.43 0.22
N -4.29 -0.47 0.30
H -1.75 2.97 -0.28
H -0.38 2.85 -1.61
H 2.00 2.16 0.50
H 3.81 0.68 0.81
H 3.81 -1.74 0.23
H 1.35 -2.64 -0.20
H -1.12 -1.55 -1.46
H -0.74 -2.43 0.13
H -1.35 -0.38 1.45
H -4.99 0.33 0.11
```

Results
- Spin multiplicity: 1
- LUMO energy: 0.79 eV
- Total charge: 0
- SMILES string: C=Nc1ccccc1CC=C=N
- Gap between HOMO and LUMO: 0.3216 Ha
- E_HOMO: -7.96 eV

---

Arrangement ii

Here is a cluster of 2 separate species, C10H10N2 in total from the OMol25 dataset. Energies are from ωB97M-V/def2-TZVPD.

The geometry in XYZ format:
```
22
Properties=species:S:1:pos:R:3
C 4.45 0.74 -0.17
C 3.23 1.32 -0.08
C 2.02 0.64 0.07
N 1.87 -0.71 0.08
C 3.05 -1.30 -0.13
C 4.32 -0.66 -0.01
H 5.50 1.08 -0.04
H 3.09 2.55 -0.34
H 1.14 1.10 0.10
H 3.18 -2.49 -0.37
H 5.09 -1.36 0.51
C -4.46 -0.66 -0.30
C -4.28 0.76 -0.07
C -3.00 1.38 0.06
N -1.87 0.68 0.04
C -1.93 -0.70 0.18
C -3.17 -1.22 -0.02
H -5.41 -1.33 -0.25
H -5.21 1.52 -0.09
H -3.06 2.45 0.25
H -1.15 -1.41 0.55
H -3.38 -2.36 0.02
```

Results
- Spin multiplicity: 1
- LUMO energy: 0.57 eV
- Total charge: 0
- SMILES string: c1ccncc1.c1ccncc1
- Gap between HOMO and LUMO: 0.3558 Ha
- E_HOMO: -9.11 eV

---

Most stable structure, least stable structure: arrangement i, arrangement ii.

---

Arrangement i

Here is a cluster of 2 separate species, C10H10N2 in total from the OMol25 dataset. Energies are from ωB97M-V/def2-TZVPD.

The geometry in XYZ format:
```
22
Properties=species:S:1:pos:R:3
C 0.28 1.89 -1.40
C 1.11 0.82 -1.54
C 0.52 -0.36 -2.02
N -0.61 -0.45 -2.64
C -1.38 0.59 -2.54
C -0.99 1.78 -1.95
H 0.69 2.77 -0.92
H 2.18 0.78 -1.21
H 1.33 -1.17 -2.01
H -2.30 0.53 -3.07
H -1.78 2.55 -1.75
C -0.71 -0.98 1.00
C -1.01 -1.41 2.28
C -0.01 -1.22 3.24
N 1.07 -0.51 2.99
C 1.29 0.04 1.87
C 0.45 -0.19 0.74
H -1.53 -1.22 0.20
H -1.92 -2.07 2.42
H -0.18 -1.68 4.28
H 2.36 0.40 1.74
H 0.69 0.08 -0.30
```

Results
- Spin multiplicity: 1
- LUMO energy: 0.64 eV
- Total charge: 0
- SMILES string: c1ccncc1.c1ccncc1
- Gap between HOMO and LUMO: 0.3517 Ha
- E_HOMO: -8.93 eV

---

Arrangement ii

Here is an isolated molecule of C10H10N2 from the OMol25 dataset. Energies are from ωB97M-V/def2-TZVPD.

The geometry in XYZ format:
```
22
Properties=species:S:1:pos:R:3
C 1.58 1.80 0.48
N 1.87 0.40 0.13
C 3.08 -0.12 -0.02
C 2.89 -1.56 -0.28
N 1.50 -1.73 -0.28
C 0.84 -0.54 -0.11
C -0.61 -0.34 -0.06
C -1.29 -1.47 0.24
C -2.76 -1.37 0.37
C -3.34 -0.24 0.03
C -2.60 0.87 -0.45
C -1.27 0.83 -0.46
H 1.59 2.51 -0.50
H 2.37 2.20 0.94
H 0.80 1.92 1.08
H 3.90 0.32 -0.08
H 3.55 -2.32 -0.51
H -0.85 -2.45 0.44
H -3.36 -2.31 0.62
H -4.37 -0.15 0.06
H -3.04 2.08 -0.74
H -0.50 1.69 -0.90
```

Results
- Spin multiplicity: 1
- LUMO energy: 0.73 eV
- Total charge: 0
- SMILES string: Cn1ccnc1-c1ccccc1
- Gap between HOMO and LUMO: 0.3159 Ha
- E_HOMO: -7.87 eV

---

Arrangement iii

Here is a cluster of 2 separate species, C10H10N2 in total from the OMol25 dataset. Energies are from ωB97M-V/def2-TZVPD.

The geometry in XYZ format:
```
22
Properties=species:S:1:pos:R:3
C -5.66 0.76 -0.13
C -4.43 1.39 -0.02
C -3.25 0.58 -0.08
N -3.15 -0.77 -0.09
C -4.41 -1.40 0.01
C -5.63 -0.67 0.12
H -6.58 1.39 -0.11
H -4.29 2.38 0.29
H -2.37 0.93 -0.22
H -4.41 -2.44 0.40
H -6.59 -1.36 0.41
C 5.55 -0.87 -0.08
C 5.64 0.49 -0.05
C 4.47 1.38 0.04
N 3.39 0.87 0.10
C 3.18 -0.47 0.16
C 4.32 -1.23 -0.09
H 6.42 -1.50 -0.04
H 6.70 0.79 0.34
H 4.54 2.46 -0.07
H 2.09 -0.74 0.03
H 4.12 -2.45 -0.29
```

Results
- Spin multiplicity: 1
- LUMO energy: 0.68 eV
- Total charge: 0
- SMILES string: c1ccncc1.c1ccncc1
- Gap between HOMO and LUMO: 0.3625 Ha
- E_HOMO: -9.18 eV

---

Most stable structure, least stable structure: arrangement i, arrangement iii.